# 1
The following is a quantum chemistry calculation of C21H24BBr45GaINO2 as an isolated structure, from OMol25.

Atoms and positions in Å:
1 C -1.864930 3.152649 4.367013
2 O -2.301229 1.780155 3.995003
3 B -2.922520 1.889993 2.629416
4 O -4.201971 2.619583 2.531114
5 Ga -1.902157 0.956638 1.085062
6 I 0.528529 0.276157 1.847523
7 C -1.673968 2.175154 -0.620896
8 C -0.166700 2.755462 -0.881987
9 C 0.047490 3.692553 -2.248833
10 C -1.309228 3.915409 -3.201251
11 C -2.696335 3.213942 -2.683175
12 N -2.905773 2.371836 -1.455619
13 H -1.575036 3.690443 3.363518
14 H -2.700225 3.731595 4.968206
15 H -0.918829 3.067533 5.088679
16 H -4.375059 2.949632 1.586491
17 H -2.694968 -0.363029 0.648942
18 H 0.770458 2.572321 -0.204841
19 H 1.088133 4.160085 -2.547986
20 H -1.255469 4.526569 -4.197599
21 H -3.651897 3.380440 -3.379957
22 C 2.771561 6.044387 -4.720278
23 Br 0.840690 6.167219 -4.923297
24 Br 3.293354 4.473882 -3.697858
25 Br 3.686425 6.128679 -6.434989
26 H 3.088865 6.920373 -4.145149
27 C -0.953361 -1.899642 5.340901
28 Br -1.915495 -3.493925 4.777757
29 Br -0.072476 -2.154104 7.056530
30 Br 0.286626 -1.282330 3.975004
31 H -1.697923 -1.108649 5.477876
32 C 0.776913 -0.144418 -3.626710
33 Br 0.161817 -1.905554 -3.074779
34 Br 1.135363 -0.068862 -5.537181
35 Br -0.446989 1.258960 -3.063761
36 H 1.728020 0.036713 -3.115444
37 C -4.670769 -6.083816 2.331384
38 Br -5.632903 -7.678098 1.768240
39 Br -3.789883 -6.338277 4.047014
40 Br -3.430781 -5.466502 0.965487
41 H -5.415330 -5.292821 2.468359
42 C 7.193494 4.770469 -2.530216
43 Br 6.578396 3.009333 -1.978286
44 Br 7.551942 4.846025 -4.440688
45 Br 5.969591 6.173846 -1.967268
46 H 8.144600 4.951599 -2.018950
47 C 8.469180 8.335288 -6.125895
48 Br 9.973677 9.282549 -5.336110
49 Br 6.766989 8.981089 -5.440635
50 Br 8.528871 8.374915 -8.069907
51 H 8.558060 7.286430 -5.824562
52 C -3.530656 -6.777612 -2.662514
53 Br -2.998820 -5.228595 -3.712401
54 Br -5.202469 -7.543007 -3.297580
55 Br -2.114992 -8.108497 -2.567886
56 H -3.707648 -6.425843 -1.640878
57 C 1.407835 -5.031277 9.245343
58 Br 0.854368 -6.503572 8.100532
59 Br 0.521263 -5.087325 10.975934
60 Br 3.342751 -4.942608 9.425769
61 H 1.089886 -4.106494 8.752908
62 C -3.120832 -10.602688 2.623763
63 Br -4.082968 -12.196971 2.060620
64 Br -2.239948 -10.857150 4.339393
65 Br -1.880846 -9.985375 1.257867
66 H -3.865394 -9.811694 2.760739
67 C 0.543425 6.322624 0.987492
68 Br -0.703144 5.270396 -0.072439
69 Br 2.173097 5.335346 1.379343
70 Br 0.920338 8.044109 0.163635
71 H 0.054961 6.526879 1.945871
72 C -0.300734 9.929183 -3.962346
73 Br -0.546707 9.550032 -5.854516
74 Br -0.716977 8.385153 -2.854731
75 Br 1.475315 10.629862 -3.589499
76 H -1.016322 10.714612 -3.698070
77 C -1.655439 -12.628905 8.390587
78 Br -0.602232 -13.652271 7.114639
79 Br -1.480575 -13.326604 10.197998
80 Br -1.248573 -10.728490 8.305716
81 H -2.705716 -12.744193 8.103474
82 C 1.684853 -5.076373 2.638050
83 Br 1.069756 -6.837509 3.189980
84 Br 2.043301 -5.000818 0.727578
85 Br 0.460950 -3.672996 3.200997
86 H 2.635960 -4.895243 3.149316
87 C -6.218991 0.602755 -2.261115
88 Br -6.695933 0.453344 -0.381016
89 Br -5.263120 -0.969441 -2.892465
90 Br -7.765866 1.003479 -3.370583
91 H -5.532977 1.451413 -2.350392
92 C 4.774631 1.486671 -7.273408
93 Br 3.313509 2.580304 -7.946950
94 Br 5.775548 0.648359 -8.715454
95 Br 5.934053 2.487080 -6.073726
96 H 4.325237 0.680067 -6.684986

Cartesian forces (eV/Å) of the 3 atoms listed first:
0.335 -0.095 0.524
-1.021 2.119 -1.703
-1.118 1.171 2.137

The orbital gap is 6.07 eV. The lowest unoccupied orbital energy is 0.75 eV. As for the charge: -1.

Here are the Löwdin charges for atoms 1 to 5, given in e:
1. C -0.12
2. O -0.20
3. B -0.58
4. O -0.01
5. Ga 0.15

---

# 2
The following is a quantum chemistry calculation of C21H24BClN10O3PdS2 as an isolated structure, from OMol25.

Atoms and positions in Å:
1 Pd -0.179283 1.279691 0.171483
2 C 0.236547 -1.438212 3.362398
3 C -0.103899 -0.156348 2.957349
4 N 0.481841 0.087260 1.781050
5 N 1.102428 -1.031752 1.355962
6 C 1.004105 -1.951617 2.324973
7 B 1.966897 -1.055552 0.024772
8 N 1.065868 -0.906617 -1.273205
9 C 0.933139 -1.720503 -2.328610
10 C 0.123494 -1.107547 -3.277462
11 C -0.206970 0.118799 -2.726228
12 N 0.417118 0.245945 -1.548383
13 N 2.794888 0.243636 0.088050
14 C 4.112286 0.529381 0.106963
15 C 4.275396 1.884083 0.286876
16 C 2.982466 2.392868 0.371636
17 N 2.108367 1.398840 0.235606
18 N 2.653571 -2.381669 -0.036795
19 C 3.937370 -2.829854 0.035149
20 C 3.918333 -4.197168 -0.023700
21 C 2.556602 -4.526851 -0.119846
22 N 1.792212 -3.449485 -0.131691
23 H 0.017783 -1.905723 4.306574
24 H -0.672345 0.603700 3.468610
25 H 1.511717 -2.896458 2.232759
26 H 1.447423 -2.665013 -2.355562
27 H -0.132675 -1.479491 -4.253904
28 H -0.800355 0.924058 -3.129314
29 H 4.859425 -0.232415 -0.009747
30 H 5.199953 2.429210 0.354172
31 H 2.665404 3.407042 0.539083
32 H 4.782365 -2.174961 0.136134
33 H 4.762377 -4.862907 0.011507
34 H 2.110075 -5.506541 -0.180841
35 Cl 1.213582 6.001787 -2.637394
36 C 0.631306 5.331124 -1.179746
37 C 0.268069 6.132441 -0.103448
38 C -0.196985 5.528831 1.055896
39 C -0.292583 4.151984 1.109732
40 N 0.068193 3.393405 0.064191
41 C 0.528129 3.953382 -1.060396
42 H 0.354061 7.208607 -0.176916
43 H -0.481207 6.121047 1.914238
44 H -0.644223 3.643449 1.999343
45 H 0.826843 3.295825 -1.867024
46 C -6.418372 0.772145 0.248871
47 O -5.140411 1.497622 0.420821
48 C -4.221052 1.390169 -0.444409
49 S -4.097035 0.395832 -1.837707
50 S -2.787823 2.242100 -0.508585
51 H -6.954149 0.961395 1.171102
52 H -6.201873 -0.284536 0.116853
53 H -6.932690 1.202115 -0.606428
54 N -2.732029 -4.057013 -0.244536
55 C -1.811996 -2.995040 0.298039
56 C -2.285689 -1.595357 -0.112436
57 O -3.395404 -1.559267 -0.726053
58 O -1.528493 -0.674068 0.188781
59 H -3.120192 -4.651308 0.490062
60 H -2.261273 -4.667283 -0.914904
61 H -3.516523 -3.579440 -0.731253
62 H -0.796080 -3.167883 -0.066915
63 H -1.798011 -3.059912 1.384414

Cartesian forces (eV/Å) of the 3 atoms listed first:
0.629 -0.101 0.220
0.034 -0.008 0.001
0.109 0.036 0.033

The multiplicity is 6. The energy relative to the best compared isomer or geometry (same formula, charge and spin) comes out at 146.97 kJ/mol. The orbital gap (alpha / beta) is 7.54 / 4.53 eV. The lowest unoccupied orbital energy (alpha / beta) is -8.80 / -11.81 eV. As for the charge: +3.

Here are the Löwdin charges for atoms 1 to 5, given in e:
1. Pd 1.15
2. C 0.00
3. C -0.09
4. N -0.07
5. N 0.03

---

# 3
The following is a quantum chemistry calculation of C21H24BN4O9RuS3 as an isolated structure, from OMol25.

Atoms and positions in Å:
1 Ru -0.578631 0.424897 -0.325542
2 O -1.466526 -0.655814 1.168196
3 N -0.755019 -0.766280 2.309918
4 C -1.451293 -1.125785 3.409928
5 C -0.827980 -1.301606 4.607275
6 C 0.560701 -1.109979 4.667660
7 C 1.243979 -0.751612 3.541129
8 C 0.578533 -0.554770 2.312776
9 S 1.351147 -0.043313 0.887578
10 H -2.507825 -1.265384 3.242125
11 H -1.404689 -1.590040 5.472770
12 H 1.087948 -1.241243 5.603052
13 H 2.312493 -0.588981 3.553551
14 C -2.756335 3.639935 2.817160
15 C -1.261320 3.391529 2.670169
16 C -0.582814 3.469932 4.025622
17 O -1.114836 2.035574 2.182976
18 B -0.768909 2.092259 0.849465
19 O -0.593324 3.366750 0.402644
20 C -0.584047 4.252821 1.543181
21 C -1.345649 5.509244 1.162088
22 C 0.873852 4.587494 1.824802
23 H -3.162021 2.915549 3.526198
24 H -3.268368 3.515348 1.860706
25 H -2.964362 4.642181 3.194111
26 H -1.102652 2.815215 4.726828
27 H -0.615988 4.487514 4.420386
28 H 0.455994 3.151300 3.966404
29 H -2.348692 5.276878 0.809185
30 H -0.812945 6.015306 0.357277
31 H -1.416453 6.195331 2.009090
32 H 1.449604 3.683660 2.029954
33 H 0.975793 5.275687 2.665228
34 H 1.298363 5.052824 0.935723
35 O 1.541669 2.408502 -3.341458
36 C 0.849751 1.608424 -2.749792
37 O 0.698494 1.528256 -1.461563
38 C 0.025798 0.583170 -3.491506
39 C -0.519543 0.866198 -4.730694
40 C -1.461993 0.003252 -5.253010
41 C -1.917407 -1.109248 -4.571257
42 C -1.338874 -1.377621 -3.347562
43 C -0.344325 -0.568384 -2.805448
44 N -1.882806 -2.509065 -2.576365
45 O -1.617273 -2.570339 -1.392493
46 O -2.686308 -3.228380 -3.129034
47 N -2.055159 0.302198 -6.573626
48 O -2.830772 -0.511618 -7.033664
49 O -1.704188 1.321388 -7.127346
50 H -0.232844 1.765611 -5.257811
51 H -2.690054 -1.741726 -4.978795
52 H 0.261326 -0.894901 -1.954740
53 S -2.540253 1.312778 -1.368775
54 C -3.855921 1.198821 -0.349342
55 N -3.937541 0.499241 0.767256
56 C -5.102190 0.737582 1.605585
57 C -6.198429 1.231441 0.666345
58 S -5.320674 2.096396 -0.670853
59 H -3.091383 0.054110 1.118314
60 H -4.866389 1.490176 2.364371
61 H -5.393954 -0.186136 2.103417
62 H -6.868178 1.929537 1.161398
63 H -6.777530 0.409374 0.250439

Cartesian forces (eV/Å) of the 3 atoms listed first:
0.488 0.807 1.342
-0.192 0.062 -0.371
-0.019 -0.110 -0.073

The multiplicity is 2. The energy relative to the best compared isomer or geometry (same formula, charge and spin) comes out at 0.00 kJ/mol. The orbital gap (alpha / beta) is 7.14 / 6.84 eV. The lowest unoccupied orbital energy (alpha / beta) is -0.80 / -0.97 eV. As for the charge: 0.

Here are the Löwdin charges for atoms 1 to 5, given in e:
1. Ru 0.83
2. O -0.30
3. N -0.17
4. C -0.02
5. C -0.05